1.
The following is a quantum chemistry calculation of a molecular structure, C33H32BrF6N5NaO8PS4, from the Open Molecules 2025 dataset.

Energy above the lowest of the compared OMol25 structures with the same formula, charge and spin, eV: 3.483
E_HOMO, eV: -2.497
HOMO-LUMO gap, eV: 6.1813
Total charge: -2
Calculated total energy, a.u.: -7422.1646
2S+1: 1
LUMO energy, eV: 3.68

XYZ file:
```
91
C33H32BrF6N5NaO8PS4 | the Open Molecules 2025 dataset | ωB97M-V/def2-TZVPD
Na 0.3561 -0.2226 -0.8930
C 4.6896 0.5598 5.4460
C 4.3050 0.7521 4.0020
C 4.0805 2.0219 3.4846
C 3.7541 2.1943 2.1470
C 3.6314 1.0944 1.3088
C 3.8402 -0.1802 1.8155
C 4.1858 -0.3404 3.1477
S 3.1594 1.4099 -0.4023
O 3.9049 2.6205 -0.7339
O 3.6280 0.2750 -1.2154
N 1.6269 1.5215 -0.5294
C 0.9988 2.5411 0.2894
C -0.5175 2.3616 0.1826
O -1.2385 3.3820 0.1251
O -0.8968 1.1607 0.1568
H 4.8415 1.5203 5.9379
H 5.6118 -0.0194 5.5233
H 3.9124 0.0160 5.9888
H 4.1710 2.8901 4.1284
H 3.6225 3.1828 1.7273
H 3.7578 -1.0295 1.1551
H 4.3753 -1.3379 3.5301
H 1.2758 3.5548 -0.0208
H 1.2703 2.4400 1.3530
F 0.3610 -4.1962 0.0561
C -0.0120 -4.3973 -1.2255
F -1.3555 -4.4468 -1.2422
F 0.4309 -5.6193 -1.5714
S 0.6497 -3.0362 -2.3349
O -0.1032 -1.8875 -1.8815
O 0.3337 -3.5487 -3.6383
N 2.1544 -3.1049 -1.9840
S 2.8911 -1.7867 -1.3517
O 1.9182 -1.2911 -0.3980
O 4.1601 -2.2509 -0.8728
C 3.1144 -1.1286 -3.1448
F 1.9065 -0.6950 -3.5418
F 4.0046 -0.1927 -3.4805
F 3.4521 -2.1798 -3.9155
C -3.5734 1.5530 -1.3154
P -2.6715 -0.0294 -0.9809
C -3.8934 -1.1231 -1.8901
C -3.3583 -1.7963 -2.9887
C -4.1342 -2.6588 -3.7527
C -5.4646 -2.8673 -3.4220
C -6.0123 -2.2054 -2.3297
C -5.2352 -1.3388 -1.5757
C -3.3091 -0.3513 0.7136
C -3.4462 0.6767 1.6458
C -3.9242 0.4196 2.9219
C -4.2809 -0.8700 3.2914
C -4.1143 -1.9082 2.3853
C -3.6196 -1.6515 1.1152
H -3.0391 2.3504 -0.7990
H -4.6020 1.5001 -0.9531
H -3.5541 1.7298 -2.3915
H -2.3116 -1.6425 -3.2251
H -3.6930 -3.1754 -4.5968
H -6.0730 -3.5501 -4.0048
H -7.0516 -2.3740 -2.0665
H -5.6772 -0.8320 -0.7245
H -3.1407 1.6799 1.3758
H -4.0115 1.2291 3.6375
H -4.6748 -1.0674 4.2822
H -4.3723 -2.9218 2.6722
H -3.4723 -2.4679 0.4168
Br -0.5394 1.8203 3.9202
C 0.0416 0.0596 3.5208
C 0.9152 -0.5733 4.3918
C 1.3081 -1.8583 4.0494
C 0.8327 -2.4256 2.8782
C -0.0590 -1.6994 2.1012
N -0.4586 -0.4796 2.4399
H 1.2555 -0.0752 5.2882
H 1.9701 -2.4096 4.7064
H 1.1381 -3.4144 2.5650
H -0.4861 -2.1019 1.1901
C 2.1493 2.4643 -4.0688
N 1.1037 3.2585 -3.4740
C 1.3151 4.4372 -2.7777
C 0.1454 4.7967 -2.2261
N -0.7923 3.8536 -2.6047
C -0.1964 2.8712 -3.3386
S -0.9584 1.5926 -4.0882
H 2.6408 3.0310 -4.8637
H 1.6953 1.5697 -4.4841
H 2.8824 2.1867 -3.3117
H 2.2918 4.8834 -2.7231
H -0.1185 5.6311 -1.6043
H -1.6182 3.6670 -2.0550
```



2.
The following is a quantum chemistry calculation of a molecular structure, C33H32BrIrN4O6, from the Open Molecules 2025 dataset.

<S²>: 6.055
Energy above the lowest of the compared OMol25 structures with the same formula, charge and spin, eV: 0.000
E_HOMO (alpha / beta), eV: -10.655 / -12.989
HOMO-LUMO gap (alpha / beta), eV: 5.3052 / 4.8521
Total charge: +2
Calculated total energy, a.u.: -4624.9651
2S+1: 5
LUMO energy (alpha / beta), eV: -5.35 / -8.14

XYZ file:
```
77
C33H32BrIrN4O6 | the Open Molecules 2025 dataset | ωB97M-V/def2-TZVPD
Ir 1.7844 -1.5458 0.1833
C 1.9942 -0.8169 -3.2853
O 2.5211 -1.3531 -2.0702
C 3.7934 -1.9978 -2.1567
C 4.6507 -1.4911 -1.0238
O 3.9402 -1.7064 0.2071
C 4.6863 -1.3296 1.3792
C 3.8687 -1.6072 2.6231
O 2.5298 -1.1492 2.4106
C 1.9907 -0.2911 3.4167
H 1.8682 -1.6091 -4.0242
H 2.6560 -0.0418 -3.6752
H 1.0256 -0.3850 -3.0452
H 4.2764 -1.7687 -3.1079
H 3.6412 -3.0770 -2.0898
H 4.8594 -0.4223 -1.1366
H 5.5925 -2.0414 -0.9841
H 4.9478 -0.2708 1.2969
H 5.6033 -1.9207 1.4139
H 4.3240 -1.0706 3.4578
H 3.8363 -2.6711 2.8372
H 1.9383 -0.8182 4.3698
H 0.9875 -0.0172 3.0976
H 2.6000 0.6091 3.5209
C -6.9150 8.8783 0.0243
O -7.2169 7.4727 -0.0507
C -6.2496 6.5880 -0.0382
C -4.8766 6.9054 0.0461
C -3.9571 5.8958 0.0523
C -4.3581 4.5372 -0.0235
C -5.7438 4.2376 -0.1097
C -6.6669 5.2336 -0.1169
C -3.3628 3.5394 -0.0077
N -2.0379 3.7770 0.0648
C -1.4482 2.5883 0.0585
C -2.4088 1.5481 -0.0199
N -3.6005 2.1770 -0.0623
C -2.0838 0.1524 -0.0415
C -2.9568 -0.9022 -0.1417
C -2.4465 -2.2186 -0.1622
C -1.0976 -2.4213 -0.0674
N -0.2176 -1.3951 0.0480
C -0.6810 -0.1016 0.0437
C 0.2876 0.9072 0.1074
N 1.5999 0.4927 0.1600
C 2.5744 1.4307 0.2078
C 2.3172 2.7721 0.2172
C 0.9751 3.2187 0.1733
C -0.0297 2.2935 0.1168
H -7.8754 9.3792 -0.0035
H -6.3117 9.1799 -0.8308
H -6.4032 9.1038 0.9589
H -4.5511 7.9326 0.1053
H -2.9010 6.1161 0.1163
H -6.0890 3.2137 -0.1726
H -7.7265 5.0305 -0.1820
H -4.5027 1.7337 -0.1149
H -4.0246 -0.7382 -0.2103
H -3.1054 -3.0682 -0.2519
H -0.6610 -3.4093 -0.0815
H 3.5883 1.0586 0.2362
H 3.1363 3.4740 0.2546
H 0.7376 4.2738 0.1804
Br 0.9395 -4.7035 -2.4652
C 1.4668 -6.0499 -1.2229
C 1.2092 -7.3515 -1.6186
C 1.6030 -8.4105 -0.8132
C 2.2729 -8.1697 0.3756
C 2.5388 -6.8665 0.7555
C 2.1298 -5.7856 -0.0236
C 2.4619 -4.4314 0.5098
O 3.4151 -4.2323 1.2258
O 1.5777 -3.4881 0.1901
H 0.7087 -7.5351 -2.5586
H 1.3914 -9.4234 -1.1277
H 2.5914 -8.9920 1.0008
H 3.0683 -6.6545 1.6742
```



3.
The following is a quantum chemistry calculation of a molecular structure, C33H32CdN3O6, from the Open Molecules 2025 dataset.

Energy above the lowest of the compared OMol25 structures with the same formula, charge and spin, eV: 0.000
E_HOMO, eV: -5.326
HOMO-LUMO gap, eV: 7.7792
Total charge: -1
Calculated total energy, a.u.: -2060.3327
2S+1: 1
LUMO energy, eV: 2.45

XYZ file:
```
75
C33H32CdN3O6 | the Open Molecules 2025 dataset | ωB97M-V/def2-TZVPD
Cd 0.5818 -0.9435 0.9398
O 5.0017 -0.6363 -0.1106
C 3.8110 -0.9077 0.0248
O 2.8240 -0.0940 0.0443
C 3.4195 -2.3798 0.1524
C 4.2777 -3.3971 -0.2333
C 3.8245 -4.7062 -0.1607
C 2.5492 -4.9550 0.3244
C 1.7687 -3.8794 0.7228
N 2.2027 -2.6286 0.6203
C 0.3716 -4.0919 1.3270
O -0.0349 -5.2553 1.3855
O -0.2191 -3.0393 1.7131
H 5.2643 -3.1364 -0.5877
H 4.4599 -5.5246 -0.4778
H 2.1376 -5.9498 0.4121
O 2.0365 -0.2560 -2.4592
C 2.3562 0.8032 -3.3431
C 2.8849 2.0479 -2.6401
C 1.8746 2.6782 -1.6590
C 0.5645 2.9479 -2.3436
C 0.4006 4.0795 -3.1448
C -0.7813 4.2560 -3.8418
C -1.7756 3.2966 -3.7228
C -1.5363 2.2134 -2.8919
N -0.4050 2.0381 -2.2150
H 2.3872 -0.0823 -1.5517
H 1.4611 1.0568 -3.9236
H 3.1127 0.4461 -4.0530
H 3.1513 2.7805 -3.4077
H 3.7899 1.7760 -2.0898
H 2.2948 3.6132 -1.2823
H 1.7257 2.0078 -0.8164
H 1.1992 4.8081 -3.2125
H -0.9263 5.1248 -4.4724
H -2.7135 3.3811 -4.2551
H -2.2915 1.4460 -2.7567
O 0.1047 -1.8913 -1.4418
C -1.1077 -1.7088 -2.1529
C -2.0654 -2.8536 -1.8545
C -2.4692 -3.0714 -0.3820
C -3.1173 -1.9150 0.3165
C -4.4778 -1.9540 0.6295
C -5.0473 -0.9166 1.3457
C -4.2443 0.1488 1.7216
C -2.9071 0.1147 1.3640
N -2.3474 -0.8869 0.6887
H 0.7727 -1.2906 -1.8381
H -0.9092 -1.7024 -3.2317
H -1.5546 -0.7482 -1.8872
H -1.5775 -3.7763 -2.1777
H -2.9607 -2.7112 -2.4688
H -1.5895 -3.3479 0.1996
H -3.1527 -3.9211 -0.3603
H -5.0704 -2.8066 0.3242
H -6.0954 -0.9414 1.6183
H -4.6380 0.9777 2.2943
H -2.2488 0.9278 1.6430
C -0.6174 4.3885 2.9051
C -0.2932 3.7731 1.6783
C -0.0260 2.4329 1.6334
C -0.0820 1.6200 2.7913
C 0.1894 0.2217 2.7315
C 0.1787 -0.4743 3.9177
C -0.1182 0.1437 5.1528
C -0.4110 1.4766 5.2100
C -0.3935 2.2523 4.0282
C -0.6594 3.6436 4.0507
H -0.8069 5.4550 2.9413
H -0.2566 4.3680 0.7716
H 0.2466 1.9611 0.6957
H 0.3712 -1.5421 3.9170
H -0.1247 -0.4538 6.0576
H -0.6503 1.9606 6.1510
H -0.8938 4.1092 5.0025
```